The following is a quantum chemistry calculation of 2 unconnected molecules or ions with the total composition C10H13O2, from the OMol25 dataset.

Summary:
- energy above the lowest of the compared OMol25 structures with the same formula, charge and spin (kcal per mole) = 43.1
- calculated total energy (a.u.) = -539.32340
- charge = -1
- frontier orbital gap (eV) = 6.3
- HOMO (eV) = -3.479

Geometry (Å):
C  0.85  1.08  3.01
C  1.79  -0.69  -0.28
C  2.22  -1.95  0.17
C  1.50  0.38  0.59
C  1.29  0.15  1.96
C  2.12  -2.15  1.57
C  1.84  -1.08  2.40
H  1.62  -0.39  -1.27
H  2.40  -2.76  -0.54
H  1.50  1.37  0.20
H  2.27  -3.16  1.93
H  1.49  0.90  3.92
H  -0.23  0.99  3.26
H  1.91  -1.35  3.45
H  0.96  2.13  2.75
C  -1.67  0.75  -2.26
C  -2.76  -0.27  -1.74
C  -2.49  1.73  -3.16
O  -3.60  1.38  -3.49
O  -1.91  2.83  -3.43
H  -1.34  1.37  -1.40
H  -0.87  0.38  -2.76
H  -3.78  0.03  -1.58
H  -2.38  -0.53  -0.81
H  -2.73  -1.15  -2.50